1.
Here is a molecular structure, C27H38N4O7PtSi3 from the Open Molecules 2025 dataset. Energies are from ωB97M-V/def2-TZVPD.

Properties
HOMO (eV): -8.525
Spin multiplicity: 1
Calculated total energy (Ha): -2785.10848
Relative energy (zero: lowest compared OMol25 entry of this formula, charge and spin) (kJ/mol): 57.2

```
80
Properties=species:S:1:pos:R:3:forces:R:3
Pt -0.483 -0.250 -0.820 0.3 -0.2 -0.2
C -2.539 0.960 1.571 0.0 0.0 0.0
Si -2.194 -0.907 1.585 0.0 0.1 0.0
C -3.619 -1.759 0.672 0.0 0.0 0.0
C -2.502 -1.434 3.370 0.0 0.0 0.0
C -0.462 -1.348 0.951 -0.2 0.0 0.0
Si 0.871 -0.895 2.217 0.1 0.0 -0.1
C 0.592 0.817 2.928 0.0 0.0 0.1
C 2.651 -0.981 1.612 -0.1 0.1 0.0
C 0.859 -2.162 3.616 0.0 0.0 0.0
Si -0.375 -3.110 0.377 -0.1 0.1 -0.1
C -1.202 -4.415 1.441 0.0 0.0 0.0
C 1.328 -3.734 -0.083 0.0 0.0 0.0
C -1.296 -3.020 -1.288 0.0 -0.1 0.0
C -1.747 -4.100 -2.037 0.0 0.0 0.0
C -2.226 -3.910 -3.321 0.0 0.0 0.0
C -2.218 -2.629 -3.852 0.0 0.0 0.0
C -1.781 -1.586 -3.063 -0.1 0.0 0.0
N -1.365 -1.773 -1.805 0.1 0.0 0.1
H -3.549 1.158 1.196 0.0 0.0 0.0
H -1.835 1.530 0.963 0.0 0.0 0.0
H -2.503 1.364 2.584 0.0 0.0 0.0
H -4.511 -1.135 0.787 0.0 0.0 0.0
H -3.848 -2.712 1.154 0.0 0.0 0.0
H -3.490 -1.945 -0.391 0.0 0.1 0.0
H -3.549 -1.219 3.604 0.0 0.0 0.0
H -1.889 -0.886 4.086 0.0 0.0 0.0
H -2.342 -2.502 3.526 0.0 0.0 0.0
H 0.567 1.553 2.126 -0.1 0.0 0.1
H 1.414 1.076 3.601 0.0 0.0 0.0
H -0.336 0.895 3.496 0.0 0.0 0.0
H 2.858 -0.272 0.816 0.1 -0.1 0.0
H 2.937 -1.974 1.271 0.0 0.0 0.0
H 3.295 -0.730 2.460 0.0 0.0 0.0
H -0.059 -2.195 4.196 -0.1 0.0 0.0
H 1.679 -1.920 4.298 0.0 0.0 0.0
H 1.055 -3.168 3.235 0.0 0.0 0.0
H -0.790 -4.417 2.451 0.0 0.0 0.0
H -1.032 -5.408 1.016 0.0 0.0 0.0
H -2.278 -4.261 1.519 0.0 0.0 0.0
H 1.944 -3.906 0.800 0.0 0.0 0.0
H 1.842 -3.023 -0.732 0.0 0.0 0.0
H 1.240 -4.684 -0.616 0.0 0.0 0.0
H -1.699 -5.093 -1.608 0.0 0.0 0.0
H -2.579 -4.747 -3.908 0.0 0.0 0.0
H -2.546 -2.431 -4.862 0.0 0.0 0.0
H -1.747 -0.570 -3.428 0.0 0.0 0.0
O -3.618 0.142 -1.856 0.0 -0.1 0.1
C -3.776 1.299 -2.625 0.0 0.0 0.0
C -2.693 2.346 -2.462 0.0 0.0 0.0
C -3.064 3.653 -2.769 0.0 0.0 0.0
C -2.164 4.683 -2.603 0.0 0.0 0.0
C -0.911 4.368 -2.110 0.0 0.0 0.0
C -0.620 3.045 -1.840 0.0 -0.1 -0.1
N -1.468 2.023 -2.022 -0.3 0.2 -0.1
H -3.496 0.384 -0.930 0.1 0.0 0.0
H -4.730 1.787 -2.396 0.0 0.0 -0.1
H -3.831 0.981 -3.670 0.1 0.0 0.0
H -4.072 3.844 -3.114 0.0 0.0 0.0
H -2.438 5.705 -2.830 0.0 0.0 0.0
H -0.161 5.125 -1.931 0.0 0.0 0.0
H 0.349 2.793 -1.453 0.0 0.0 0.0
O 1.754 0.757 -2.182 0.0 -0.1 0.0
C 1.841 1.162 -1.031 0.0 0.1 0.1
O 0.919 1.065 -0.127 0.0 0.1 0.1
C 3.082 1.886 -0.573 0.0 0.1 0.0
C 4.186 1.919 -1.414 0.0 0.0 0.0
C 5.327 2.572 -0.989 -0.1 0.0 0.0
C 5.411 3.204 0.237 0.1 0.0 0.0
C 4.291 3.159 1.042 0.0 0.0 -0.1
C 3.128 2.511 0.666 0.0 0.0 0.0
N 4.342 3.826 2.358 0.0 0.0 0.0
O 5.394 4.332 2.687 0.0 0.0 0.0
O 3.328 3.822 3.024 0.0 0.0 0.0
N 6.508 2.603 -1.876 0.0 0.0 0.0
O 6.419 2.033 -2.942 0.0 0.0 0.0
O 7.488 3.199 -1.479 0.0 0.0 0.0
H 4.144 1.438 -2.380 0.0 0.0 0.0
H 6.312 3.709 0.551 0.0 0.0 0.0
H 2.276 2.484 1.330 0.0 0.0 0.0
```
Positions in Å, forces in eV/Å.


2.
Here is a molecular structure, C27H39BN6NiO3 from the Open Molecules 2025 dataset. Energies are from ωB97M-V/def2-TZVPD.

Properties
HOMO (eV): -6.455
Spin multiplicity: 1
Calculated total energy (Ha): -3139.77866
Relative energy (zero: lowest compared OMol25 entry of this formula, charge and spin) (kJ/mol): 0.0

```
77
Properties=species:S:1:pos:R:3:forces:R:3
Ni 0.124 0.493 0.481 0.1 -0.1 0.0
C -0.033 -0.076 3.219 0.0 0.0 0.0
C -0.238 -1.022 4.428 0.0 0.0 0.0
N -0.287 -2.418 3.999 0.0 0.0 0.0
C 0.957 -2.740 3.308 0.0 0.0 0.0
C 1.148 -1.831 2.070 0.0 0.0 0.0
N 0.024 -0.863 1.957 0.0 0.1 0.0
C -1.240 -1.641 1.847 0.0 0.0 0.0
C -1.396 -2.585 3.062 0.0 0.0 0.0
H 0.900 0.485 3.294 0.0 0.0 0.0
H -0.853 0.632 3.116 0.0 0.0 0.0
H -1.172 -0.790 4.941 0.0 0.0 0.0
H 0.572 -0.913 5.151 0.0 0.0 0.0
H 0.928 -3.791 3.017 0.0 0.0 0.0
H 1.783 -2.616 4.011 0.0 0.0 0.0
H 1.181 -2.406 1.146 0.0 0.0 0.0
H 2.074 -1.260 2.146 0.0 0.0 0.0
H -1.206 -2.186 0.904 0.0 0.0 0.0
H -2.048 -0.917 1.792 0.0 0.0 0.0
H -1.423 -3.630 2.748 0.0 0.0 0.0
H -2.326 -2.377 3.592 0.0 0.0 0.0
C -2.415 3.002 -3.034 0.0 0.0 0.0
N -1.210 3.080 -2.217 0.0 0.0 0.0
C -0.637 4.251 -1.882 0.0 0.0 0.0
C 0.481 4.304 -1.124 0.0 0.0 0.0
C 0.945 3.077 -0.569 0.0 0.0 0.1
N 0.330 1.933 -0.827 0.0 -0.1 0.0
C -0.649 1.865 -1.806 0.0 0.0 0.0
O -1.026 0.823 -2.289 0.0 0.0 0.0
N 1.982 3.077 0.287 0.0 0.0 -0.1
H -2.784 4.011 -3.199 0.0 0.0 0.0
H -3.161 2.423 -2.494 0.0 0.0 0.0
H -2.197 2.518 -3.984 0.0 0.0 0.0
H -1.113 5.140 -2.271 0.0 0.0 0.0
H 0.953 5.243 -0.881 0.0 0.0 0.0
H 2.499 3.927 0.416 0.0 0.0 0.0
H 2.427 2.201 0.525 0.0 0.0 0.0
C 8.058 0.231 -1.789 0.0 0.0 0.0
C 7.637 -1.162 -1.300 0.0 0.0 0.0
C 8.280 -2.202 -2.217 0.0 0.0 0.0
C 8.171 -1.383 0.123 0.0 0.0 0.0
C 6.110 -1.258 -1.291 0.0 0.0 0.0
C 5.416 -2.205 -2.040 0.0 0.0 0.0
C 4.021 -2.296 -2.034 0.0 0.0 0.0
C 3.339 -1.402 -1.249 0.0 0.0 0.0
O 1.989 -1.265 -1.056 0.0 0.0 0.0
B 1.809 -0.204 -0.153 0.0 0.0 0.0
O 3.096 0.302 0.191 0.0 0.0 0.0
C 4.015 -0.455 -0.499 0.0 0.0 0.0
C 5.383 -0.358 -0.496 0.0 0.0 0.0
H 9.147 0.314 -1.799 0.0 0.0 0.0
H 7.668 1.019 -1.143 0.0 0.0 0.0
H 7.690 0.412 -2.800 0.0 0.0 0.0
H 9.365 -2.089 -2.187 0.0 0.0 0.0
H 7.961 -2.079 -3.253 0.0 0.0 0.0
H 8.044 -3.220 -1.900 0.0 0.0 0.0
H 9.261 -1.314 0.132 0.0 0.0 0.0
H 7.886 -2.369 0.493 0.0 0.0 0.0
H 7.782 -0.638 0.818 0.0 0.0 0.0
H 5.963 -2.904 -2.656 0.0 0.0 0.0
H 3.501 -3.037 -2.626 0.0 0.0 0.0
H 5.875 0.396 0.106 0.0 0.0 0.0
C -0.710 3.218 2.236 0.0 0.0 0.0
C -1.811 2.560 1.456 0.0 0.0 0.0
C -3.072 3.062 1.202 0.0 0.0 0.0
C -3.747 2.076 0.443 0.0 0.0 0.0
C -2.863 1.028 0.274 0.0 0.0 0.1
C -3.136 -0.264 -0.435 0.0 0.0 0.0
N -1.673 1.311 0.902 0.0 0.1 -0.1
H -0.428 4.185 1.811 0.0 0.0 0.0
H 0.189 2.600 2.246 0.0 0.0 0.0
H -1.001 3.397 3.274 0.0 0.0 0.0
H -3.460 4.011 1.543 0.0 0.0 0.0
H -4.765 2.104 0.081 0.0 0.0 0.0
H -3.885 -0.102 -1.213 0.0 0.0 0.0
H -3.537 -1.032 0.234 0.0 0.0 0.0
H -2.244 -0.662 -0.920 0.0 0.0 0.0
```
Positions in Å, forces in eV/Å.


3.
Here is a molecular structure, C27H39BN6O4RuS3Se at a distorted geometry from the Open Molecules 2025 dataset. Energies are from ωB97M-V/def2-TZVPD.

Properties
<S²>: 8.794
HOMO (spin up / spin down) (eV): -10.431 / -11.407
Spin multiplicity: 6
Calculated total energy (Ha): -5397.17012
Net charge: +1

```
82
Properties=species:S:1:pos:R:3:forces:R:3
Ru -1.418 3.407 1.117 -1.0 -1.1 1.7
C 1.119 3.758 -3.379 0.0 0.2 0.1
C 0.411 2.601 -2.764 -0.1 -0.2 0.0
C -0.105 1.571 -3.508 0.0 0.2 0.2
C -0.752 0.492 -2.877 0.0 0.1 -0.1
N -0.909 0.467 -1.574 -0.2 -0.3 0.2
N -0.449 1.466 -0.843 0.4 0.3 -0.8
B -0.683 1.383 0.678 0.1 0.1 0.1
N 0.699 1.224 1.404 0.1 0.2 0.4
N 1.592 0.442 0.818 0.1 -0.2 -0.4
C 2.789 0.334 1.339 0.0 0.1 0.1
C 3.127 1.052 2.509 -0.1 0.2 0.0
C 2.208 1.862 3.120 0.1 -0.1 0.0
C 2.516 2.698 4.318 0.0 0.0 0.0
C 0.930 1.929 2.518 0.0 -0.3 -0.1
S -0.340 2.920 3.150 0.0 -0.1 -0.1
C 3.798 -0.570 0.658 0.0 -0.1 0.0
C 4.098 -1.737 1.614 0.0 0.0 0.0
C 3.244 -1.111 -0.661 0.0 0.1 0.1
C 5.090 0.210 0.380 -0.1 0.0 0.0
N -1.612 0.219 1.101 -0.6 0.3 0.3
N -1.054 -0.995 1.095 0.4 -0.3 -0.1
C -1.739 -2.019 1.516 0.0 0.1 0.1
C -3.048 -1.851 2.039 -0.1 0.3 0.0
C -3.630 -0.621 2.060 0.0 -0.4 0.0
C -4.984 -0.369 2.631 0.0 0.1 0.0
C -2.874 0.458 1.515 0.2 0.2 -0.2
S -3.559 2.007 1.361 0.4 0.1 0.0
C -1.123 -3.403 1.451 0.1 -0.1 -0.1
C -1.152 -4.060 2.840 0.0 0.1 0.0
C -1.957 -4.250 0.474 0.1 0.0 0.1
C 0.323 -3.334 0.963 -0.2 0.1 0.0
C 0.216 2.523 -1.365 -0.1 -0.5 -0.2
S 0.798 3.734 -0.286 -0.1 0.3 0.0
C -1.262 -0.690 -3.679 0.0 -0.1 0.0
C -0.058 -1.335 -4.386 -0.1 0.1 0.1
C -2.285 -0.196 -4.711 0.0 0.0 0.1
C -1.914 -1.728 -2.764 0.0 0.1 0.0
H 1.152 3.665 -4.462 0.0 0.0 0.0
H 2.137 3.839 -2.991 0.0 0.0 0.0
H 0.614 4.685 -3.111 0.0 0.1 0.0
H -0.026 1.600 -4.586 0.1 -0.1 0.0
H 4.133 0.995 2.904 0.0 -0.1 0.0
H 3.526 2.510 4.674 0.0 0.0 0.0
H 1.802 2.502 5.119 0.0 0.0 0.0
H 2.419 3.754 4.059 0.0 0.0 0.0
H 3.187 -2.288 1.857 0.0 0.0 0.0
H 4.549 -1.389 2.545 0.0 0.0 0.0
H 4.798 -2.425 1.139 0.0 0.0 0.0
H 2.303 -1.632 -0.500 -0.1 -0.1 0.0
H 3.962 -1.803 -1.101 0.0 0.0 0.0
H 3.068 -0.297 -1.367 0.0 0.0 0.0
H 5.583 0.536 1.298 0.0 0.0 0.0
H 4.895 1.087 -0.241 0.0 0.0 0.0
H 5.787 -0.435 -0.155 0.0 0.0 0.0
H -3.574 -2.703 2.449 0.0 0.0 0.0
H -5.428 -1.292 2.999 0.0 0.0 0.0
H -5.644 0.075 1.885 0.0 0.0 0.0
H -4.916 0.347 3.452 0.0 0.0 0.0
H -2.168 -4.264 3.178 0.0 0.0 0.0
H -0.657 -3.431 3.583 0.0 0.0 0.0
H -0.623 -5.012 2.792 0.0 0.0 0.0
H -2.994 -4.339 0.802 0.0 0.0 0.0
H -1.534 -5.254 0.419 0.0 0.0 0.0
H -1.948 -3.817 -0.526 0.0 0.0 0.0
H 0.940 -2.795 1.684 0.0 0.0 -0.1
H 0.381 -2.817 0.007 0.1 0.0 0.0
H 0.720 -4.343 0.845 0.0 0.0 0.0
H 0.419 -0.648 -5.087 0.0 0.0 0.0
H -0.392 -2.209 -4.944 0.0 0.0 0.0
H 0.686 -1.657 -3.654 0.0 0.0 0.0
H -1.836 0.486 -5.434 0.0 0.0 0.0
H -3.113 0.316 -4.219 0.0 0.0 0.0
H -2.687 -1.048 -5.260 0.0 0.0 0.0
H -1.196 -2.084 -2.026 0.0 -0.1 0.1
H -2.253 -2.574 -3.363 0.0 0.0 0.0
H -2.769 -1.306 -2.236 0.0 0.0 0.0
O -2.359 3.882 -0.743 0.1 -0.3 0.1
Se -1.924 5.483 -0.497 -0.2 0.7 -1.0
O -2.889 6.546 -1.123 -0.7 0.7 -0.3
O -1.783 5.478 1.159 0.1 0.0 0.3
O -0.397 5.590 -1.097 1.0 0.0 -0.4
```
Positions in Å, forces in eV/Å.